C46H51N6O3PReS2 | ωB97M-V/def2-TZVPD

Summary:
Energy above the lowest of the compared OMol25 structures with the same formula, charge and spin, kcal/mol: 76.01
Orbital gap (spin up / spin down), eV: 6.055 / 6.108
LUMO level (spin up / spin down), eV: -3.034 / -2.975
Total energy, a.u.: -3553.4407
HOMO level (spin up / spin down), Ha: -0.3340 / -0.3338

Geometry as ORCA input:
```
! RIJCOSX wB97M-V def2-TZVPD def2/J DEFGRID3
* xyz 1 1
C 3.980 -0.482 3.593
H 0.332 2.856 -2.883
C 3.347 1.141 -4.550
C -0.412 -5.881 1.000
P 0.089 0.026 -2.244
H -0.981 -5.210 0.366
H -1.151 -0.029 -4.298
H -4.342 -0.146 -1.566
C 2.877 -0.490 -0.403
H -2.209 -3.674 1.150
C -3.914 -0.920 -0.942
C 4.228 -0.710 -0.095
H -0.981 -1.677 0.549
N -2.066 0.604 -0.218
S -1.340 -0.254 3.106
S 1.226 -3.466 0.293
C 0.291 5.481 -0.214
H -0.199 2.344 3.317
H 2.837 -6.311 -2.736
H -4.842 5.185 3.928
C -2.132 2.828 -1.214
C 3.653 -0.498 2.219
C -1.863 3.705 3.406
H 5.013 -0.608 3.892
C 2.066 3.113 -4.094
C 3.162 2.507 -4.693
O -1.188 -0.699 4.456
H 2.574 -0.461 -1.438
H 4.929 -0.868 -0.903
H -1.663 1.363 -3.327
C -3.811 -3.173 -0.175
C 1.178 2.358 -3.344
C -3.877 5.222 3.422
H -1.098 2.670 -1.487
C -4.768 3.159 -0.473
C 0.446 -1.691 -2.755
C 2.154 3.480 -0.374
C -2.088 1.344 3.109
C -3.468 1.464 3.075
C 2.442 4.710 -0.920
H 3.223 -0.303 5.569
H -2.212 -0.260 -2.890
C -2.785 4.015 -1.503
H -5.284 -2.432 -1.581
H 3.775 -4.243 -2.229
C -4.037 2.722 3.193
C -2.685 -2.912 0.549
N 0.973 3.270 0.229
H 1.901 4.177 -4.213
C -4.112 4.185 -1.137
C 4.619 -0.695 1.210
N 0.898 -6.114 0.418
H 4.194 0.656 -5.018
C 0.049 4.238 0.334
H -2.259 4.804 -2.028
C 2.668 -6.599 -1.696
C -2.768 -0.613 -0.186
H 3.860 3.094 -5.275
C 1.566 -7.314 0.917
C -2.783 1.790 -0.563
C 1.340 0.980 -3.204
H -0.338 -5.442 1.999
H 5.655 -0.839 1.493
C -1.378 0.315 -3.289
H 3.459 -7.294 -1.404
O 0.765 2.108 0.841
H -5.115 2.823 3.158
N 1.946 -0.277 0.503
H -0.927 -6.839 1.067
H -1.236 4.578 3.553
H -4.626 1.193 0.362
H 2.593 -0.684 -3.749
H 1.179 -2.178 -2.111
C -4.437 -2.184 -0.958
H -4.087 0.584 2.954
H 1.711 -7.105 -1.628
H 0.736 -1.746 -3.804
H -4.049 5.618 2.418
H -4.228 -4.173 -0.159
H -3.239 5.927 3.954
Re -0.173 0.259 0.121
H 1.179 -8.218 0.441
H -0.836 3.962 0.885
C 1.615 -5.064 -0.069
C 1.286 -0.218 2.798
H -0.489 -2.242 -2.622
C 1.499 5.724 -0.848
N 2.663 -5.397 -0.874
H 1.398 -7.391 1.994
N -0.012 -0.164 2.261
H 3.592 -3.554 -0.603
H -0.465 6.247 -0.121
H -4.632 5.105 -1.371
O -2.275 -1.104 2.327
H 0.880 -0.121 4.889
H -5.800 3.283 -0.170
C 2.436 0.384 -3.825
C 2.988 -0.320 4.512
H 2.635 -7.254 0.748
C -2.104 -1.603 0.593
H 1.708 6.696 -1.274
H 3.396 4.857 -1.405
C 2.311 -0.324 1.822
C -3.248 3.858 3.347
H 4.698 -4.923 -0.879
H 2.807 2.619 -0.383
C -4.114 1.973 -0.183
C 1.638 -0.198 4.126
C -1.276 2.455 3.290
C 3.742 -4.472 -1.160
*
```



C48H48N8O18P2SSi2 | ωB97M-V/def2-TZVPD

Summary:
Orbital gap, eV: 7.561
LUMO level, eV: -0.828
Total energy, a.u.: -5309.4452
HOMO level, Ha: -0.3083

Geometry as ORCA input:
```
! RIJCOSX wB97M-V def2-TZVPD def2/J DEFGRID3
* xyz 0 1
O 7.962 5.403 2.845
C -1.693 -2.523 3.187
H 6.650 -0.982 6.574
H -4.540 -9.007 -8.435
H 5.956 2.534 1.863
O 3.965 8.521 -3.515
O 4.660 -2.355 6.732
H 8.227 0.509 5.365
C -9.929 1.107 -4.343
N -7.058 -3.920 -3.486
H -0.716 -5.492 1.856
H -0.945 1.718 -2.034
C 7.598 6.788 7.279
O -7.898 -4.136 -4.343
H -7.987 -9.346 -5.912
H 3.815 3.777 -3.283
C -1.712 -3.692 2.448
C -5.851 -5.578 -0.383
C -6.353 -9.180 -7.306
H -3.083 -8.985 -6.439
C -0.184 -0.241 -1.636
N 5.776 5.495 6.250
C 2.425 6.568 -0.993
C 2.722 4.227 -1.495
C -2.766 -0.982 -1.081
H 2.557 3.190 -1.249
H 7.545 9.904 8.593
N -6.676 -9.323 -3.600
O 2.923 9.125 -1.732
H 2.048 7.363 -0.369
C -5.983 -4.657 -1.409
C -4.708 -9.149 -5.060
H 9.592 6.866 4.160
O -6.340 -2.941 -3.473
C -1.184 0.707 -1.741
C -2.487 0.323 -1.465
C 7.399 0.055 4.839
C 3.643 5.887 -2.975
H 1.414 -2.851 4.480
H 8.263 5.958 7.093
H -10.486 1.799 -3.731
H 9.460 7.205 1.766
O 3.576 -2.635 4.893
C -0.438 -1.549 -1.269
N -2.870 -3.947 1.580
C -6.081 -9.248 -4.946
C -0.567 -2.241 3.941
H -6.531 -7.442 0.429
C -9.139 -1.112 -4.839
C -8.525 0.715 -6.278
P 5.396 3.817 1.792
O 8.727 2.761 0.297
H -5.375 -3.766 -1.437
H 6.586 6.444 0.897
C 7.204 0.311 3.488
C 2.219 5.238 -0.672
C -4.156 -9.064 -6.327
H 5.172 9.726 7.929
C 5.850 8.904 7.745
O 1.439 1.318 -2.159
C -4.976 -9.078 -7.447
H 4.880 4.098 3.067
H -3.782 -1.273 -0.847
O 4.609 5.462 5.914
O -8.750 3.363 -6.805
Si 9.422 6.204 2.856
O -9.957 3.718 -5.060
C -6.911 -4.903 -2.401
H 7.884 0.968 2.958
H 10.500 5.213 2.690
C 8.054 7.945 7.887
C -7.567 -6.947 -1.380
H -1.954 -2.930 -0.681
N 3.357 8.281 -2.490
C 0.516 -3.111 3.938
H 4.425 -1.556 2.970
H 5.994 -0.070 1.757
C -6.641 -6.720 -0.369
C -9.865 -0.243 -4.035
N 4.503 -2.182 5.544
O 6.565 4.589 6.075
H -9.083 -2.165 -4.602
H -3.284 1.049 -1.543
H -6.991 -9.190 -8.179
C 6.268 6.718 6.912
O 2.059 -0.718 -1.858
H 9.509 4.964 -0.411
C 6.525 -0.776 5.522
O -5.926 -9.271 -2.647
H -10.385 -0.616 -3.164
H -2.532 -1.845 3.154
H 1.667 4.985 0.222
C 5.469 -1.332 4.824
H 4.191 6.163 -3.862
O -7.886 -9.416 -3.520
Si 7.141 5.185 1.437
H -8.011 1.109 -7.142
C 3.429 4.559 -2.643
H -4.090 -9.136 -4.175
O -3.726 -3.085 1.521
N 1.211 0.148 -1.911
S 4.022 4.016 0.387
H 4.348 7.657 6.834
C -6.919 -9.267 -6.045
H -8.423 -6.192 -3.204
H -7.896 -1.308 -6.574
H -5.128 -5.389 0.395
C -0.662 -4.592 2.451
C 3.136 6.866 -2.141
H 0.372 -2.258 -1.197
N -9.327 2.992 -5.803
C -9.257 1.558 -5.463
P 8.399 4.143 -0.131
C 7.183 9.002 8.119
O -2.887 -4.969 0.919
H -0.523 -1.324 4.512
C 5.261 -1.101 3.479
C 6.142 -0.269 2.810
H 7.646 4.255 -1.315
H 1.307 -4.963 3.198
H 9.092 8.021 8.180
C -7.710 -6.032 -2.409
H -8.171 -7.843 -1.379
C -1.742 -1.914 -0.985
C -8.469 -0.631 -5.955
C 5.380 7.753 7.134
C 0.462 -4.288 3.201
*
```



C26H17Cl5N6O6S2W | ωB97M-V/def2-TZVPD

Summary:
Expectation value of S²: 0.76
Energy above the lowest of the compared OMol25 structures with the same formula, charge and spin, kcal/mol: 2.29
Orbital gap (spin up / spin down), eV: 6.461 / 6.671
LUMO level (spin up / spin down), eV: -4.129 / -4.494
Total energy, a.u.: -4945.2012
HOMO level (spin up / spin down), Ha: -0.3892 / -0.4103

Geometry as ORCA input:
```
! RIJCOSX wB97M-V def2-TZVPD def2/J DEFGRID3
* xyz 1 2
C 3.832 -1.119 -0.981
C -2.761 3.507 1.977
N 6.934 -0.499 -2.951
C -3.719 -5.132 1.028
H -4.935 -4.697 2.774
O 7.744 -0.836 -2.113
O -1.998 -1.554 1.800
H -2.358 -5.254 -0.629
H 2.442 -0.037 -3.873
H 4.259 -0.892 2.803
C 5.504 -0.591 -2.587
C -2.114 -3.438 0.467
C -3.551 -3.158 2.352
C -3.056 0.936 -1.700
Cl -1.195 4.652 -3.413
H -4.608 2.397 2.049
H 3.528 -2.451 3.040
Cl -4.144 3.921 -4.114
Cl -5.425 1.346 -2.910
C -2.712 -4.681 0.215
H -3.784 -2.487 3.164
C 1.402 -0.817 -1.573
N 0.947 0.649 1.749
O 7.201 -0.109 -4.067
O -1.016 0.498 -0.585
C 3.218 -0.307 -3.171
H 3.540 -1.470 -0.003
N 2.221 0.278 2.032
C -3.531 2.357 1.979
C -3.229 2.905 -3.082
C -2.898 1.134 1.866
C -4.148 -4.359 2.117
C -3.801 1.754 -2.544
N -1.572 1.017 1.789
C -1.733 1.252 -1.390
C -1.906 3.233 -2.771
H 1.730 3.130 3.189
C 2.858 -0.748 -1.902
O 0.534 -0.784 -2.407
C 0.629 1.896 1.850
Cl 0.459 2.777 -1.506
S -0.871 -2.722 -0.458
H 5.954 -1.340 -0.642
C -1.169 2.410 -1.932
C -0.813 2.135 1.822
H -4.182 -6.090 0.832
C 5.170 -1.048 -1.326
S 0.876 -2.025 2.440
H -0.758 4.274 1.902
H 2.594 2.669 1.725
C 2.277 -0.982 2.376
H 4.867 0.128 -4.494
Cl -3.745 -0.490 -1.016
H 1.319 3.905 1.651
W -0.486 -0.700 0.817
C 4.554 -0.218 -3.520
C -1.383 3.394 1.899
N -2.567 -2.737 1.522
C 1.624 2.969 2.113
N 3.463 -1.502 2.721
H -3.460 0.214 1.819
O 1.174 -0.939 -0.256
H -3.227 4.482 2.037
*
```



C5H12O2 | ωB97M-V/def2-TZVPD

Summary:
Energy above the lowest of the compared OMol25 structures with the same formula, charge and spin, kcal/mol: 137.33
Orbital gap, eV: 4.392
LUMO level, eV: -3.053
Total energy, a.u.: -347.9860
HOMO level, Ha: -0.2736

Geometry as ORCA input:
```
! RIJCOSX wB97M-V def2-TZVPD def2/J DEFGRID3
* xyz 0 1
H -1.203 -0.913 1.173
C 0.420 -0.614 -1.642
H -0.092 0.388 0.645
H -0.094 1.343 -1.132
H -1.053 1.651 3.603
H 0.121 1.737 -3.475
C 0.594 0.736 -1.724
H -1.267 -1.475 4.077
O -0.805 1.059 2.892
C 0.154 -1.318 -0.461
H -0.941 -0.093 3.134
H 0.450 -1.224 -2.543
O -0.903 -1.339 3.200
C 1.034 1.370 -2.994
H 0.491 -0.910 1.611
H 0.088 -2.398 -0.566
H 1.396 0.551 -3.621
H 1.807 2.131 -2.960
C -0.199 -0.683 0.784
*
```



C3H3N3O | ωB97M-V/def2-TZVPD

Summary:
Energy above the lowest of the compared OMol25 structures with the same formula, charge and spin, kcal/mol: 40.99
Orbital gap, eV: 10.338
SMILES string: O=Cn1cncn1
LUMO level, eV: -0.148
Total energy, a.u.: -355.5746
HOMO level, Ha: -0.3853

Geometry as ORCA input:
```
! RIJCOSX wB97M-V def2-TZVPD def2/J DEFGRID3
* xyz 0 1
C -0.332 0.781 1.486
N -0.418 0.430 -0.948
H 1.540 -1.312 1.115
N 0.202 0.116 0.283
H 0.177 0.607 2.532
C 1.021 -0.961 0.136
N 0.854 -1.467 -1.077
O -1.230 1.609 1.498
C -0.014 -0.655 -1.730
H -0.388 -0.710 -2.786
*
```